3 unconnected molecules or ions with the total composition C15H29IN2P in a non-equilibrium geometry. Source: OMol25; level of theory: wB97M-V/def2-TZVPD.

```
48
Properties=species:S:1:pos:R:3:mulliken_charge:R:1
H -1.198 -2.430 0.877 0.459
C 1.575 -3.169 2.665 -0.747
H 0.759 -3.656 3.190 0.275
C -4.327 1.634 -0.651 0.046
H 4.157 3.100 2.711 0.299
H 2.140 -0.353 -0.500 0.003
P 0.337 -3.158 -1.204 -0.098
H -3.290 1.441 -0.935 -0.083
H -0.962 -3.639 -1.372 0.277
H -7.089 1.871 -1.219 0.344
H 2.470 -2.908 3.218 0.259
H -5.158 0.943 -2.522 0.339
C -1.496 -1.448 0.505 -1.447
C 1.871 -0.891 -1.406 -1.066
C 2.798 1.959 1.615 0.189
C -5.261 0.724 -1.458 -0.406
H -1.802 -0.886 1.389 0.382
C 3.549 3.197 1.811 -0.475
N 2.212 0.984 1.461 -0.400
H 5.094 1.522 0.121 0.252
H -4.940 -0.311 -1.313 0.245
H 6.142 2.798 -0.490 0.328
H -4.416 1.412 0.414 0.306
H 1.822 -1.850 1.067 0.292
H 0.319 -0.264 0.575 -0.044
C 1.502 -2.842 1.370 -0.084
C 5.520 2.501 0.353 -1.038
H -0.840 0.222 -0.616 0.361
H 3.809 3.642 -0.288 0.299
H 2.836 4.002 1.994 0.283
H 6.166 2.392 1.225 0.305
H 1.838 -4.501 0.100 0.544
C -4.606 3.051 -0.874 0.152
H 2.036 -0.251 -2.269 0.324
C 4.430 3.537 0.603 -0.418
I 1.527 -4.097 -3.039 0.132
C -0.370 -0.656 -0.168 -0.165
C -6.721 0.859 -1.043 -1.192
H 0.216 -4.453 0.805 0.483
H 2.570 -1.727 -1.481 0.391
H -6.852 0.628 0.015 0.320
H -7.346 0.175 -1.616 0.344
H -2.390 -1.510 -0.119 0.253
H 4.889 4.509 0.784 0.309
H -0.091 -1.057 -2.260 0.537
C 1.007 -3.844 0.352 -0.728
C 0.389 -1.364 -1.330 0.460
N -4.827 4.163 -1.047 -0.399
```

Output
total charge	+1
electronic energy	-1337.19337	hartree
Kohn-Sham gap	8.5	eV
HOMO	-12.4	eV

A molecular structure, C15H29LuNSi2 in a non-equilibrium geometry. Source: OMol25; level of theory: wB97M-V/def2-TZVPD.

```
48
Properties=species:S:1:pos:R:3:mulliken_charge:R:1
C -1.758 1.714 3.823 -0.997
C 0.492 -0.119 2.724 -0.381
H 1.715 -0.884 -2.150 0.348
H -1.960 -1.240 4.921 0.299
H -1.192 -3.006 2.398 0.293
H -0.529 -3.694 0.340 0.754
H -1.785 2.058 0.268 0.264
H -0.905 -0.634 -2.760 0.463
H 1.336 2.880 -2.204 0.272
H -0.559 3.032 -2.464 0.280
H 1.982 1.514 -0.326 0.072
H 2.190 1.925 4.652 0.287
H -2.088 0.985 4.575 0.361
H -0.311 3.184 1.467 0.264
H -0.491 -3.909 3.750 0.384
H -2.014 1.182 -1.322 0.308
H 1.577 -0.106 2.432 0.276
C 0.442 3.023 2.247 -0.925
H -1.939 2.725 4.226 0.343
H 0.942 1.320 5.766 0.284
H 0.491 3.940 2.853 0.417
H 0.908 3.015 5.227 0.304
Si 0.290 -1.579 3.863 0.306
C 1.021 -2.370 -0.615 -0.638
H -0.879 -2.217 5.934 0.328
C -1.346 1.377 -0.480 -1.278
C 1.973 -1.965 4.642 -1.116
C 0.309 2.642 -1.937 -1.339
H 1.964 -2.740 -0.209 0.430
C -0.494 -1.261 -1.971 -0.373
H -2.390 1.584 2.929 0.249
C -0.294 -2.865 -0.322 -0.692
C -0.928 -1.326 5.286 -1.134
Lu -0.212 -0.508 0.438 1.219
C -1.234 -2.153 -1.132 -0.799
H 2.702 -2.241 3.867 0.288
H 2.380 -1.107 5.196 0.300
C -0.272 -3.145 2.986 -1.181
C 0.890 -1.385 -1.640 -0.462
N 1.049 1.118 -0.228 -0.274
C 1.120 1.982 4.907 -1.077
H 1.897 -2.809 5.345 0.315
C 0.052 1.759 -0.894 0.820
H -2.313 -2.308 -1.159 0.400
H 0.507 -3.555 2.327 0.299
H 1.409 2.903 1.744 0.242
H -0.705 -0.449 5.910 0.298
Si 0.072 1.565 3.387 -0.104
```

Output
total charge	-1
electronic energy	-2458.30765	hartree
Kohn-Sham gap	6.0	eV
HOMO	-3.1	eV

A molecular structure, C15H29N2OPSiTi in a non-equilibrium geometry. Source: OMol25; level of theory: wB97M-V/def2-TZVPD.

```
50
Properties=species:S:1:pos:R:3:mulliken_charge:R:1
C 0.679 -4.705 -1.137 -0.666
C 0.633 2.098 -3.588 -1.327
H 2.596 2.934 -1.727 0.353
C -2.131 2.788 1.849 -1.528
H -2.562 -3.125 0.343 0.364
N 0.043 0.066 2.606 -0.163
H 1.521 -2.711 -1.003 0.319
H 1.589 -5.143 -1.556 0.328
C 0.651 -3.353 -0.839 0.013
H -2.274 1.974 2.568 0.311
C 0.959 -0.777 -3.639 -1.486
Si 1.928 0.652 -0.895 0.635
H -3.114 3.041 1.426 0.333
H -0.367 0.172 5.732 0.280
C -1.209 2.391 0.716 1.676
H 3.967 1.990 -1.072 0.368
C -1.667 -3.594 -0.070 -0.302
C -1.447 0.368 -2.703 -1.182
N -0.575 -1.439 0.001 -0.583
C 0.230 -0.067 3.746 0.348
H 2.801 2.746 0.046 0.316
C -0.445 -5.515 -0.903 -0.403
H -0.099 1.824 1.183 -0.020
C -0.533 -2.741 -0.288 -0.247
Ti -0.274 0.266 0.502 0.199
H 0.670 -1.740 -3.198 0.356
C -0.799 3.580 -0.146 -1.326
H 2.897 -0.452 -1.157 -0.300
H 0.595 -1.308 5.388 0.280
H 1.703 2.290 -3.735 0.389
H 0.501 -0.679 -4.635 0.443
H 0.221 3.481 -0.545 0.101
C 0.481 -0.237 5.161 -0.943
H -1.750 3.664 2.386 0.388
H -2.492 -5.569 -0.184 0.331
H -1.494 3.717 -0.985 0.237
C -1.613 -4.943 -0.368 -0.435
O -1.769 1.294 -0.005 -0.763
H -1.971 1.281 -2.391 0.285
H -0.811 4.491 0.467 0.496
H 1.557 0.556 0.585 0.101
H 0.180 2.969 -3.094 0.269
H 0.157 1.959 -4.569 0.433
H -1.775 -0.459 -2.062 0.241
H -1.706 0.142 -3.750 0.494
H 2.051 -0.745 -3.734 0.364
P 0.362 0.592 -2.593 1.260
C 2.910 2.253 -0.928 -1.257
H 1.404 0.300 5.435 0.274
H -0.410 -6.578 -1.133 0.345
```

Output
ΔE to the lowest compared entry with this formula, charge and spin	280.7	kJ/mol
electronic energy	-2253.91859	hartree
Kohn-Sham gap (spin up / spin down)	5.4 / 5.4	eV
HOMO (spin up / spin down)	-5.0 / -5.0	eV

A molecular structure, C15H30FHfO5 in a non-equilibrium geometry. Source: OMol25; level of theory: wB97M-V/def2-TZVPD.

```
52
Properties=species:S:1:pos:R:3:mulliken_charge:R:1
H 2.508 2.759 2.882 0.296
H 3.175 -2.177 -2.219 0.362
O -0.698 -1.943 -0.858 -0.090
C 1.037 3.109 -1.723 0.741
H 2.677 4.428 -1.724 0.366
C 0.378 3.935 -0.667 -1.173
H -0.237 -4.021 1.388 0.411
H 1.060 2.094 2.143 -0.279
H 0.015 4.870 -1.097 0.400
H -4.290 1.700 -0.931 0.360
C 3.586 -1.749 -1.306 -1.186
H -2.447 -3.759 -1.736 0.405
H 1.041 4.068 0.189 0.373
H 0.901 2.946 3.703 0.408
C 2.678 -0.649 -0.871 0.656
C -4.096 -0.448 -0.891 0.777
O 1.555 -0.455 -1.359 -0.366
H 3.146 2.737 -1.829 0.254
H -4.221 -2.528 -0.528 0.185
H -0.426 -2.241 1.625 0.083
C -1.045 -2.978 -0.255 0.949
H 2.355 -0.740 2.744 0.239
C -4.894 -1.690 -0.704 -1.016
H -5.429 -1.525 0.239 0.378
H 4.592 -1.350 -1.406 0.403
H 2.396 3.654 -3.247 0.367
Hf -0.829 0.008 -2.043 1.982
C 3.225 0.376 0.085 -0.727
O -2.843 -0.441 -0.759 -0.327
C 1.543 2.304 3.104 -0.380
C -0.868 -3.144 1.208 -0.805
O 0.549 2.036 -2.132 -0.735
O 2.227 0.957 4.911 -0.490
H -5.606 -1.969 -1.479 0.404
H 0.978 -1.063 3.796 0.483
H -0.456 3.349 -0.280 0.308
H -2.300 -4.735 -0.355 0.414
H -1.027 -4.735 -1.571 0.378
C 1.733 0.984 3.817 0.284
H 2.392 0.871 0.589 -0.075
H 3.480 -2.525 -0.541 0.351
H 0.795 -0.171 2.227 -0.304
F -0.518 0.743 -0.030 -0.303
H 3.896 -0.076 0.811 0.478
H -5.049 0.796 -2.282 0.370
H 3.658 1.215 -0.463 0.230
C -1.705 -4.092 -1.004 -1.356
C 2.419 3.468 -2.171 -0.888
C -4.850 0.808 -1.206 -1.082
H -1.795 -3.397 1.727 0.408
C 1.410 -0.334 3.116 -0.302
H -5.774 0.721 -0.635 0.381
```

Output
ΔE to the lowest compared entry with this formula, charge and spin	78.2	kJ/mol
total charge	+3
electronic energy	-1112.54287	hartree
Kohn-Sham gap	2.5	eV
HOMO	-15.9	eV

A molecular structure, C15H30GeHfN6O2SSe5 in a non-equilibrium geometry. Source: OMol25; level of theory: wB97M-V/def2-TZVPD.

```
61
Properties=species:S:1:pos:R:3:mulliken_charge:R:1
H 2.360 -1.275 0.369 0.227
H 1.265 2.961 -1.528 0.440
H -2.307 1.452 -5.789 0.261
C 3.537 1.314 -1.429 -0.338
C 3.346 -0.146 -0.991 -0.998
H -0.364 -2.407 -3.804 0.394
C 1.263 2.190 -2.305 -0.301
H -6.410 4.610 -3.698 0.362
H -2.902 0.655 -2.368 0.258
H 0.826 2.643 -3.208 0.075
H 0.594 0.274 -2.451 0.066
H 2.690 1.007 -3.401 0.352
H -2.593 3.045 -6.494 0.471
C -2.545 -0.184 -2.949 -1.366
Hf -0.493 0.538 0.326 0.688
H 3.331 1.963 -0.577 0.198
H -6.410 3.787 -2.129 0.332
H 2.828 0.157 0.944 0.253
N -3.654 3.788 -1.975 0.064
N 0.416 1.077 -1.842 0.433
C -3.424 -2.701 -1.013 -1.475
H 2.964 -0.735 -1.830 0.311
N -1.912 2.894 -3.277 0.088
C -2.371 3.270 -2.103 -0.342
O -2.358 0.355 -0.169 -0.461
H -5.774 5.429 -2.258 0.357
C -5.853 4.469 -2.776 -1.436
H -0.809 -3.830 -2.880 0.363
H 0.492 -2.151 -0.871 0.598
O -1.552 0.921 1.839 -0.395
H -3.968 4.007 -1.042 0.292
Se 1.144 2.406 1.321 -0.184
Ge -1.881 -1.681 -1.789 1.177
H -3.898 -2.156 -0.201 0.400
H -4.176 -2.920 -1.767 0.417
C -2.136 2.523 -5.657 -1.421
H -3.059 -3.647 -0.612 0.382
C -1.175 -2.883 -3.258 -1.593
N -2.344 -0.002 1.173 -0.378
C -2.710 3.002 -4.362 1.121
C 2.696 1.779 -2.624 -0.993
H -1.968 -3.085 -3.969 0.416
H 3.182 2.663 -3.049 0.438
H 4.332 -0.560 -0.726 0.476
H -0.546 1.378 -2.038 -0.540
H -1.787 0.161 -3.647 0.194
Se -0.993 -2.243 1.103 0.122
N 2.405 -0.282 0.120 -0.325
H -4.625 3.605 -5.164 0.355
H 4.586 1.455 -1.699 0.337
C -4.011 3.521 -4.280 -1.067
S -1.466 3.223 -0.695 -0.327
H -1.062 2.690 -5.668 0.286
N -0.641 4.272 2.716 -0.765
Se 1.974 -1.930 3.680 -0.668
C 0.010 3.500 2.164 0.411
Se 0.405 -0.813 2.502 -0.027
Se -0.211 -4.352 1.173 -0.688
H -3.380 -0.556 -3.535 0.628
C -0.341 -1.511 -0.542 -0.782
C -4.497 3.917 -3.061 0.827
```

Output
ΔE to the lowest compared entry with this formula, charge and spin	473.9	kJ/mol
total charge	-2
electronic energy	-15598.82936	hartree
Kohn-Sham gap (spin up / spin down)	3.5 / 3.5	eV
HOMO (spin up / spin down)	-0.2 / -0.2	eV